Density functional theory data (ωB97M-V/def2-TZVPD) for 16 unconnected molecules or ions with the total composition C64H128O32S16.

The LUMO energy is 0.0024 Eh. The calculation puts the HOMO energy at -10.02 eV. The energy relative to the best compared isomer or geometry (same formula, charge and spin) is 0.7273 eV. Its net charge is 0. As for the spin multiplicity: 1.

CARTESIAN COORDINATES (ANGSTROEM)
C (-2.3592, 4.5267, -0.8198)
C (-1.1425, 4.6589, -1.6248)
C (0.0347, 5.0321, -0.6618)
S (-0.7236, 5.8399, 0.6999)
O (-0.3307, 7.2301, 0.7683)
O (-0.4853, 5.0646, 1.8678)
C (-2.4221, 5.6906, 0.1409)
H (-2.3034, 3.6174, -0.1516)
H (-3.2194, 4.3211, -1.5001)
H (-1.2616, 5.4277, -2.3794)
H (-0.8528, 3.7466, -2.1956)
H (0.7081, 5.7368, -1.0693)
H (0.5978, 4.1694, -0.2595)
H (-2.6269, 6.6415, -0.3775)
H (-3.0860, 5.6473, 1.0138)
C (-6.3722, -3.7254, 1.8928)
C (-7.2459, -3.0505, 0.8251)
C (-6.6339, -3.4955, -0.5785)
S (-4.8903, -3.5901, -0.3417)
O (-4.3064, -2.4065, -0.8963)
O (-4.4815, -4.9343, -0.7365)
C (-4.9490, -3.3655, 1.4514)
H (-6.4342, -4.7795, 1.8080)
H (-6.7404, -3.3839, 2.8537)
H (-7.1072, -1.9437, 0.9562)
H (-8.2988, -3.3869, 0.8479)
H (-6.7416, -2.7783, -1.3597)
H (-7.0493, -4.4628, -0.8901)
H (-4.5722, -2.3351, 1.5339)
H (-4.1107, -4.0074, 1.8513)
C (1.5983, -4.5451, -1.7694)
C (0.3337, -4.7167, -0.9181)
C (0.0333, -6.2575, -0.7632)
S (1.3789, -7.1295, -1.4439)
O (0.9256, -8.3436, -1.9892)
O (2.4507, -7.0835, -0.4684)
C (1.7562, -5.8307, -2.6001)
H (2.5001, -4.2544, -1.2136)
H (1.3766, -3.7025, -2.4345)
H (-0.5812, -4.3429, -1.4328)
H (0.3784, -4.3217, 0.0949)
H (-0.8835, -6.5820, -1.1795)
H (-0.1177, -6.5206, 0.2784)
H (0.9600, -5.9489, -3.3263)
H (2.7444, -6.0258, -2.9665)
C (4.6098, -0.9929, -1.9944)
C (3.2661, -0.2496, -2.2593)
C (3.3729, 1.1097, -1.6311)
S (4.9979, 1.5795, -2.1293)
O (5.5679, 2.5292, -1.2297)
O (5.0918, 1.9633, -3.5136)
C (5.7926, -0.0655, -2.1442)
H (4.7023, -1.9075, -2.6303)
H (4.4725, -1.3475, -0.9274)
H (2.5011, -0.8253, -1.8365)
H (3.0649, -0.1525, -3.3544)
H (3.4931, 0.9963, -0.5205)
H (2.6285, 1.8478, -1.8367)
H (6.4886, -0.2109, -1.3468)
H (6.1990, -0.0190, -3.1275)
C (0.2726, 0.9207, -0.4431)
C (-0.8982, 0.7364, -1.4387)
C (-1.6636, -0.5498, -1.0660)
S (-1.7399, -0.5135, 0.6578)
O (-1.6335, -1.8535, 1.2423)
O (-2.8458, 0.2748, 1.1434)
C (-0.2702, 0.3678, 0.9231)
H (0.6351, 1.9619, -0.3530)
H (1.2568, 0.4156, -0.6250)
H (-0.5987, 0.6322, -2.4867)
H (-1.6341, 1.5581, -1.4600)
H (-1.0644, -1.4527, -1.2967)
H (-2.6798, -0.6019, -1.4745)
H (0.4031, -0.3885, 1.3859)
H (-0.5106, 1.1421, 1.6935)
C (3.3034, 4.4606, -4.8408)
C (3.3454, 3.4739, -6.0095)
C (2.2272, 2.4490, -5.7430)
S (0.9710, 3.3072, -4.7576)
O (0.8112, 2.6090, -3.5068)
O (-0.2224, 3.5236, -5.5839)
C (1.8557, 4.8128, -4.5771)
H (3.9460, 5.3039, -5.0385)
H (3.6749, 3.9613, -3.9259)
H (4.3524, 3.0120, -5.9896)
H (3.2880, 4.0594, -6.9024)
H (2.6329, 1.6067, -5.1554)
H (1.7713, 2.0765, -6.7083)
H (1.6038, 5.3240, -3.6668)
H (1.6274, 5.3934, -5.4492)
C (0.0308, -3.8922, -5.3602)
C (1.3281, -3.4025, -5.9940)
C (1.7110, -1.9871, -5.7000)
S (0.2423, -1.3452, -4.8770)
O (-0.1180, -0.0466, -5.4529)
O (0.2957, -1.3261, -3.4422)
C (-0.8264, -2.6493, -5.3251)
H (0.1080, -4.2505, -4.3233)
H (-0.4570, -4.6626, -5.9849)
H (1.2322, -3.4822, -7.0712)
H (2.0906, -4.1120, -5.7435)
H (1.8248, -1.3964, -6.5947)
H (2.6156, -1.8265, -5.1236)
H (-1.1600, -2.3854, -6.3196)
H (-1.7133, -2.5387, -4.7226)
C (0.8713, -2.9902, 6.5683)
C (1.8695, -1.8785, 6.9516)
C (0.9770, -0.6536, 6.9783)
S (-0.3332, -1.1199, 7.9782)
O (-1.5584, -0.3581, 7.7545)
O (0.1057, -1.2752, 9.4121)
C (-0.5349, -2.7393, 7.2653)
H (1.2394, -4.0273, 6.7460)
H (0.7217, -2.8933, 5.4568)
H (2.7244, -1.8154, 6.2260)
H (2.3520, -1.9558, 7.9277)
H (0.5152, -0.2442, 6.0976)
H (1.4670, 0.2296, 7.4653)
H (-1.4203, -2.7254, 6.6011)
H (-0.6962, -3.4466, 8.0637)
C (-5.6452, -5.1981, -4.4024)
C (-5.4970, -6.5914, -3.6664)
C (-4.0145, -6.8915, -3.4402)
S (-3.0869, -5.4879, -4.0974)
O (-2.6479, -5.7047, -5.4391)
O (-2.0286, -5.1203, -3.1799)
C (-4.4263, -4.3440, -4.0677)
H (-6.6052, -4.7562, -4.0936)
H (-5.6321, -5.4891, -5.4559)
H (-5.9704, -7.3778, -4.2376)
H (-6.0012, -6.5687, -2.6954)
H (-3.5942, -7.8151, -3.7187)
H (-3.7999, -6.8940, -2.3627)
H (-4.1521, -3.5131, -4.7896)
H (-4.4280, -3.7970, -3.1282)
C (2.8717, 2.8028, 2.6185)
C (4.4154, 2.5850, 2.5944)
C (4.8727, 3.2379, 3.8720)
S (3.6925, 2.8722, 5.1113)
O (3.5998, 3.9342, 6.0850)
O (3.9752, 1.5208, 5.5970)
C (2.2472, 2.7653, 4.0079)
H (2.3211, 2.0834, 1.9330)
H (2.6481, 3.7872, 2.1593)
H (4.7914, 3.0419, 1.6556)
H (4.7650, 1.5488, 2.5365)
H (4.8148, 4.3005, 3.7767)
H (5.9195, 3.0411, 4.1789)
H (1.5723, 3.6056, 4.2384)
H (1.8081, 1.8161, 4.2071)
C (-3.4384, 3.1512, 3.7872)
C (-3.9751, 1.7456, 4.2628)
C (-2.7919, 1.0720, 5.0640)
S (-1.3100, 1.8585, 4.4971)
O (-0.4074, 0.8954, 3.9261)
O (-0.8277, 2.6844, 5.5637)
C (-2.0316, 2.9094, 3.3023)
H (-3.5224, 3.9850, 4.4530)
H (-4.0351, 3.4527, 2.9030)
H (-4.0570, 1.2605, 3.2839)
H (-4.9482, 1.8538, 4.7940)
H (-2.6265, 0.0113, 4.9513)
H (-2.8065, 1.2677, 6.1402)
H (-2.0548, 2.3269, 2.3704)
H (-1.5094, 3.8162, 3.1544)
C (-4.7273, 2.5061, -5.6912)
C (-3.7091, 2.4998, -4.5070)
C (-3.1038, 1.1236, -4.3895)
S (-4.3017, 0.0419, -5.1631)
O (-5.4678, -0.0302, -4.2524)
O (-3.7503, -1.2049, -5.6375)
C (-4.6506, 1.1971, -6.4883)
H (-4.5444, 3.3799, -6.3676)
H (-5.6923, 2.7437, -5.2261)
H (-4.3070, 2.7739, -3.5899)
H (-2.8184, 3.0866, -4.6533)
H (-2.9331, 0.7649, -3.3791)
H (-2.1476, 1.0394, -4.8641)
H (-5.6406, 0.8350, -6.7165)
H (-3.8601, 1.1186, -7.2621)
C (3.1228, -4.5397, 2.3569)
C (2.4236, -3.6972, 3.5197)
C (1.6970, -2.5880, 2.8391)
S (2.7041, -2.0194, 1.5481)
O (3.4822, -0.8297, 1.8986)
O (1.9370, -1.8454, 0.3668)
C (3.8576, -3.4593, 1.5187)
H (2.3738, -5.1241, 1.8600)
H (3.8260, -5.2912, 2.8292)
H (3.0922, -3.3526, 4.3172)
H (1.7352, -4.3644, 4.0807)
H (1.4628, -1.6716, 3.5025)
H (0.7030, -2.7719, 2.3604)
H (4.7379, -3.1213, 2.0981)
H (3.9714, -3.5770, 0.4216)
C (-5.9686, 0.5438, 0.0148)
C (-7.2843, 1.0240, 0.6889)
C (-7.6244, 2.3688, 0.0179)
S (-6.0567, 3.1355, -0.3399)
O (-5.8941, 4.2552, 0.5350)
O (-5.8584, 3.3491, -1.7354)
C (-5.0492, 1.7862, 0.1319)
H (-6.0937, 0.3170, -1.0877)
H (-5.5333, -0.2871, 0.5889)
H (-7.2024, 1.2515, 1.7424)
H (-8.0499, 0.2895, 0.5833)
H (-8.1655, 3.0334, 0.6985)
H (-8.1162, 2.3306, -0.9666)
H (-4.6940, 2.0068, 1.1652)
H (-4.2311, 1.7217, -0.5683)
C (6.6144, -0.0496, 5.4609)
C (7.2324, -0.8757, 6.5388)
C (7.2791, -2.3732, 6.2001)
S (6.1397, -2.6121, 4.9248)
O (5.0979, -3.5883, 5.2495)
O (6.8491, -2.7553, 3.6713)
C (5.4408, -0.9807, 5.0055)
H (7.3100, 0.2156, 4.6288)
H (6.0375, 0.8179, 5.8748)
H (6.6046, -0.7302, 7.4496)
H (8.2367, -0.5395, 6.8021)
H (6.8913, -2.8469, 7.1025)
H (8.2742, -2.7035, 5.8751)
H (4.6601, -1.0404, 5.8136)
H (4.9078, -0.7563, 4.0908)
C (4.0610, 7.0129, 1.3422)
C (5.2835, 6.1038, 1.0857)
C (5.3021, 6.0237, -0.5085)
S (3.5684, 5.7914, -0.8876)
O (3.2125, 4.4408, -0.7084)
O (3.1735, 6.3719, -2.1950)
C (2.8766, 6.7148, 0.4824)
H (4.2990, 8.0640, 1.1267)
H (3.8518, 7.0788, 2.4144)
H (5.1390, 5.0803, 1.5556)
H (6.1583, 6.6007, 1.4483)
H (5.9242, 5.2161, -0.8480)
H (5.5485, 7.0238, -0.9139)
H (2.1062, 6.0758, 0.7839)
H (2.4085, 7.6051, 0.0246)

***

Density functional theory data (ωB97M-V/def2-TZVPD) for a molecular structure, C12H22NO11S2V.

The LUMO energy is -0.1170 Eh. The calculation puts the HOMO energy at -8.85 eV. Its net charge is 0. As for the spin multiplicity: 1.

CARTESIAN COORDINATES (ANGSTROEM)
O (15.6917, -18.8068, -3.7070)
V (14.9098, -17.5704, -4.3117)
O (15.1044, -16.3599, -3.3522)
N (17.3605, -16.9912, -6.8538)
O (18.2592, -17.7951, -7.1147)
O (16.7847, -17.0163, -5.7199)
O (16.9435, -16.2124, -7.7309)
O (17.5585, -17.2091, -12.6096)
S (17.4127, -17.9920, -11.4100)
O (16.1391, -17.9982, -10.7339)
O (17.8785, -19.4966, -11.7595)
C (17.6575, -20.4770, -10.7233)
C (18.9779, -21.1041, -10.5020)
C (18.6562, -17.4926, -10.1880)
H (16.9893, -21.2308, -11.1559)
H (17.0859, -20.1181, -9.8659)
H (19.3826, -21.5367, -11.4177)
H (18.9726, -21.9499, -9.8058)
H (19.7390, -20.4326, -10.0992)
H (19.6288, -17.3666, -10.6677)
H (18.8159, -18.1463, -9.3354)
H (18.3705, -16.4976, -9.8497)
O (14.2543, -19.3666, -6.0774)
S (14.7524, -19.9617, -7.2959)
O (15.2089, -19.1408, -8.3996)
O (15.8781, -21.0368, -6.8656)
C (17.1209, -20.6233, -6.3702)
C (17.6500, -21.6153, -5.3158)
C (13.5237, -21.1036, -7.8936)
H (17.2388, -19.6475, -5.8822)
H (17.8121, -20.4678, -7.2056)
H (18.6315, -21.2483, -5.0178)
H (17.8075, -22.5840, -5.7972)
H (17.0063, -21.7990, -4.4587)
H (12.7089, -20.4194, -8.1429)
H (13.1928, -21.8186, -7.1475)
H (13.8170, -21.5378, -8.8455)
C (17.5616, -13.2982, -6.5481)
C (18.8513, -12.8150, -6.4675)
C (19.2214, -11.5220, -6.8656)
C (18.2056, -10.6656, -7.2264)
C (16.9004, -11.1404, -7.3870)
C (16.6029, -12.4467, -7.1046)
H (17.1681, -14.2615, -6.2605)
H (19.6350, -13.4011, -5.9985)
H (20.2610, -11.2318, -6.8248)
H (18.4432, -9.6172, -7.3631)
H (16.1176, -10.4322, -7.6270)
H (15.5750, -12.7897, -7.0899)

***

Number 1: orbital gap 10.1 eV. Number 2: orbital gap 5.7 eV.